(1)
Formula: C3Br2F3O2
Source: OMol25
Level of theory: ωB97M-V with the def2-TZVPD basis set

Geometry (Å):
1 C -1.37326 1.45492 -0.39395
2 C -1.53699 -0.13677 -0.01463
3 C 2.16851 -2.07629 -0.08161
4 O -1.17363 1.69039 -1.55518
5 O -1.33496 2.13773 0.59918
6 F -2.13990 -0.45516 1.12737
7 F 2.23227 -2.29843 1.24264
8 F 3.17515 -1.24657 -0.32850
9 Br -0.24668 -1.17559 -0.59869
10 Br 2.45914 -3.75890 -0.84674

## Properties
**Orbital gap (alpha / beta)**: 0.2102 / 0.2888 Eh
**Charge**: -1

Results of the Löwdin charge analysis, in e, for atoms 1 through 6: -0.844 -0.641 -1.069 -0.025 0.000 -0.009

(2)
Formula: C3Br2N2O
Source: OMol25
Level of theory: ωB97M-V with the def2-TZVPD basis set

Geometry (Å):
1 C -1.32192 -0.98941 -0.26104
2 C -0.96145 0.33938 -0.06335
3 C 2.46588 -0.05266 0.09591
4 N 0.25228 0.78953 0.01581
5 N 1.26627 -0.02274 0.01566
6 O 3.57613 -0.36465 0.15870
7 Br -3.03582 -1.52678 0.03060
8 Br -2.24137 1.82734 0.00771

## Properties
**Orbital gap (alpha / beta)**: 0.2438 / 0.2537 Eh
**Charge**: 0

Results of the Löwdin charge analysis, in e, for atoms 1 through 6: -0.551 -0.858 -0.246 0.004 0.092 0.202

(3)
Formula: C3BrN3P
Source: OMol25
Level of theory: ωB97M-V with the def2-TZVPD basis set

Geometry (Å):
1 C -1.69679 0.16327 0.73437
2 C 0.35936 -1.15192 -0.97516
3 C 1.28875 0.85962 0.73262
4 N -2.79291 0.46992 0.74716
5 N 0.59738 -1.66335 -1.95618
6 N 2.08549 1.64691 0.58773
7 P 0.02887 -0.45555 0.63848
8 Br 0.95734 -3.03873 3.32906

## Properties
**Orbital gap (alpha / beta)**: 0.1857 / 0.2723 Eh
**Charge**: +1

Results of the Löwdin charge analysis, in e, for atoms 1 through 6: -0.301 -0.333 -0.319 0.212 0.226 0.216

(4)
Formula: C3Cl3F2N
Source: OMol25
Level of theory: ωB97M-V with the def2-TZVPD basis set

Geometry (Å):
1 C 0.47758 1.31155 0.22376
2 C 0.33996 0.13048 -0.53361
3 C -0.63078 -0.90898 -0.03644
4 N 0.56933 2.28543 0.81981
5 F -0.54010 -1.11677 1.27531
6 F -0.48969 -2.08554 -0.64484
7 Cl 2.34092 -1.05487 0.40955
8 Cl 0.61012 0.20217 -2.18983
9 Cl -2.30798 -0.29351 -0.38733

## Properties
**Orbital gap (alpha / beta)**: 0.2852 / 0.2854 Eh
**Charge**: 0

Results of the Löwdin charge analysis, in e, for atoms 1 through 6: -0.301 -0.802 -1.011 0.245 0.063 0.057

Per-record molar mass, Da: 284.8 239.9 188.9 194.4
Per-record ΔE to the lowest compared entry with this formula, charge and spin, kcal per mole: 87.68 28.41 3.13 0.00